# 1
Computed, not measured: the ion C9H12N3O2 with charge +1, with wB97M-V/def2-TZVPD.

Geometry as ORCA input:
```
! wB97M-V def2-TZVPD RIJCOSX def2/J DEFGRID3
* xyz 1 1
C 4.68575 -0.85240 -0.32370
H -3.03553 -0.95186 0.60899
H -0.56874 -3.03275 -0.27221
N 1.35641 0.36882 0.02337
H 1.65752 0.29596 2.09034
N 0.08101 2.42083 -0.49276
C -0.95346 0.20807 -0.44075
C -3.32233 0.07321 0.37397
N -0.66121 -1.03982 -0.45578
C 1.45585 -0.37199 1.28206
C -0.86687 -2.12536 0.17511
H -1.24831 -2.37997 1.12172
H 5.41151 -1.47075 0.01719
C 2.34534 0.23218 -0.84236
C -2.32097 0.66986 -0.67461
H 2.06627 -1.26121 1.25291
C 0.08373 1.03407 -0.34496
H -2.53777 1.79359 -0.78531
H 2.37986 0.60253 -1.89447
O -0.91435 2.95751 -0.91153
C 3.57698 -0.38430 -0.56222
H -4.26996 0.05951 -0.03862
O 1.11577 2.94209 -0.14637
H -2.60701 0.19082 -1.54436
H 0.41971 -0.59736 1.56680
H -3.32921 0.61875 1.21755
*
```

Values from the calculation:
Lowest unoccupied orbital energy (hartree): -0.203
E_HOMO (eV): -13.3
Relative energy (zero: lowest compared OMol25 entry of this formula, charge and spin) (eV): 7.0700
Calculated total energy (Eh): -664.33974
HOMO-LUMO gap (eV): 7.78
M (Da): 194.21

These are the Löwdin partial charges, in e, on atoms 1 to 2:
1 C 0.263
2 H 0.065


# 2
Computed, not measured: the molecule C5H8OS2, with wB97M-V/def2-TZVPD.

Geometry as ORCA input:
```
! wB97M-V def2-TZVPD RIJCOSX def2/J DEFGRID3
* xyz 0 1
H -1.93614 -1.79356 0.85120
H 2.13300 0.53237 -1.68392
S -0.01288 1.90442 -0.21137
C -1.02736 -0.00858 1.56891
H 1.05489 0.47344 1.49115
O -1.83610 0.10205 2.44193
H -0.18617 0.95849 -2.34783
H 1.32750 -0.94804 -2.26262
H -0.16413 -1.78266 0.63072
S -1.38016 -0.64766 -1.15166
C 1.37915 -0.17857 -1.46752
C 0.00839 0.51895 -1.37848
H 0.00404 1.73982 2.14195
H 1.60402 -0.70197 -0.53902
C -1.06046 -1.16283 0.55439
C 0.09241 0.99434 1.36217
*
```

Values from the calculation:
Lowest unoccupied orbital energy (hartree): 0.021
E_HOMO (eV): -8.6
Relative energy (zero: lowest compared OMol25 entry of this formula, charge and spin) (eV): 0.1613
Calculated total energy (Eh): -1066.92544
HOMO-LUMO gap (eV): 9.14
M (Da): 148.25

These are the Löwdin partial charges, in e, on atoms 1 to 2:
1 H 0.095
2 H 0.057